A cluster of 2 separate species, C33H32NO3 in total in a non-equilibrium geometry, computed with ωB97M-V/def2-TZVPD.

Geometry as XYZ:
```
69
Properties=species:S:1:pos:R:3:nbo_charge:R:1
C 1.17520 1.73954 -3.54750 -0.628
C 1.22556 2.29447 -2.18069 -0.446
C 2.46560 3.06987 -1.84965 0.608
C 2.41939 4.58172 -1.80551 -0.711
O 3.53285 2.47148 -1.65363 -0.656
C 0.06244 2.66498 -1.37503 0.521
C -1.29650 2.72233 -2.04029 -0.717
O 0.18061 2.85762 -0.15420 -0.695
H 0.43532 0.93364 -3.64407 0.200
H 0.96548 2.50086 -4.32501 0.180
H 2.17008 1.32495 -3.78283 0.212
H 1.46289 4.94442 -1.42256 0.233
H 3.22810 4.92201 -1.15342 0.213
H 2.58481 4.99595 -2.81022 0.213
H -1.80358 1.75108 -1.95377 0.229
H -1.89974 3.47866 -1.52509 0.221
H -1.21513 2.98774 -3.10024 0.200
C 5.77767 -0.23954 4.20128 -0.397
N 4.33688 -0.30128 4.12403 -0.420
C 3.66118 -0.49714 5.39304 -0.404
C 3.66803 -0.36335 2.93677 0.227
C 2.41633 -1.02766 2.85297 -0.320
C 1.69723 -1.00719 1.67737 -0.141
C 2.07173 -0.17449 0.57252 -0.090
C 1.25524 0.01315 -0.58052 -0.005
C -0.11862 -0.34781 -0.58834 -0.113
C -0.76380 -0.70866 -1.81058 -0.167
C -2.11613 -0.93585 -1.89628 -0.131
C -2.76932 -1.18869 -3.19290 0.040
C -2.04303 -1.73614 -4.27888 -0.234
C -2.67505 -2.01230 -5.49381 -0.225
C -4.03762 -1.73412 -5.66586 -0.241
C -4.76058 -1.15964 -4.61270 -0.207
C -4.12969 -0.88694 -3.40214 -0.236
C -2.93085 -0.92827 -0.64389 0.554
O -4.17625 -0.94750 -0.66465 -0.678
C -2.19164 -0.86619 0.63844 -0.224
C -2.81455 -1.31823 1.89483 0.053
C -1.99455 -1.84766 2.92294 -0.233
C -2.55144 -2.39967 4.07630 -0.216
C -3.93904 -2.38824 4.26590 -0.240
C -4.76443 -1.84108 3.27375 -0.218
C -4.20876 -1.32106 2.10427 -0.224
C -0.91199 -0.36416 0.60300 -0.140
C 3.36265 0.41982 0.65515 -0.135
C 4.16698 0.27606 1.76254 -0.297
H 6.21215 -0.22281 3.19984 0.217
H 6.09427 0.65414 4.75326 0.186
H 6.16135 -1.11713 4.74182 0.181
H 2.59460 -0.26508 5.29299 0.221
H 3.77088 -1.53424 5.74831 0.177
H 4.10442 0.17096 6.14363 0.196
H 2.03424 -1.58105 3.71401 0.210
H 0.82646 -1.65786 1.58604 0.218
H 1.75967 0.20596 -1.52980 0.245
H -0.13929 -0.79603 -2.70310 0.204
H -0.98371 -1.97281 -4.15096 0.206
H -2.09717 -2.45258 -6.30789 0.202
H -4.53496 -1.96568 -6.60804 0.200
H -5.81913 -0.92427 -4.72237 0.202
H -4.70569 -0.46653 -2.58205 0.255
H -0.90925 -1.86179 2.78985 0.203
H -1.89250 -2.83491 4.82887 0.200
H -4.37338 -2.80958 5.17343 0.200
H -5.84594 -1.81754 3.40600 0.203
H -4.85067 -0.93009 1.31826 0.257
H -0.48066 0.03751 1.52227 0.225
H 3.70108 1.01542 -0.19021 0.268
H 5.16327 0.71851 1.77499 0.206
```

- Lowest unoccupied orbital energy: 1.86 eV
- Energy relative to the best compared isomer or geometry (same formula, charge and spin): 27.0 kcal/mol
- Total energy: -1557.14388 Eh
- Kohn-Sham gap: 5.023 eV
- Total charge: -1
- HOMO level: -3.166 eV
- F_max: 2.86 eV/A

A cluster of 3 separate species, C24H60ClFN7O7P4S2 in total in a non-equilibrium geometry, computed with ωB97M-V/def2-TZVPD.

Geometry as XYZ:
```
106
Properties=species:S:1:pos:R:3:mulliken_charge:R:1
C 1.74637 3.16533 -2.78811 -1.071
C 1.51795 1.95148 -3.69500 -0.408
C 2.76722 1.04998 -3.70188 -1.032
C 2.45861 -0.43479 -3.38536 0.472
C 3.46784 -1.31755 -4.11845 -1.726
C 3.38604 -2.85344 -3.83272 0.954
Cl 4.98244 -3.22183 -3.09397 -0.079
N 2.34277 -3.16809 -2.79534 0.679
P 2.46462 -3.10041 -1.00972 0.195
S 1.29921 -4.32495 -0.11334 -0.264
C 1.25730 -3.53051 -3.42701 -1.070
O 0.12206 -3.85999 -2.92792 -0.374
C 1.41342 -3.58892 -4.92558 0.821
P 0.59961 -2.08199 -5.74570 0.318
O -0.46907 -1.55050 -4.88142 -0.658
S 0.38776 -4.99391 -5.50217 1.308
O 0.61388 -6.14872 -4.71859 -0.531
O -0.94066 -4.51102 -5.58501 -0.541
F 0.92978 -5.14546 -6.95023 -0.195
C 3.00365 -3.74589 -5.02374 1.400
C 3.56534 -3.31994 -6.38614 -2.259
C 3.34123 -5.26021 -4.89688 -1.471
O 4.71317 -5.51265 -4.78633 -0.390
C 5.32360 -6.07194 -5.94465 -0.706
H 2.49969 3.83384 -3.20997 0.318
H 2.13735 2.87307 -1.81255 0.019
H 0.84416 3.75600 -2.64637 0.427
H 0.61968 1.42880 -3.36767 0.369
H 1.37223 2.36302 -4.69477 0.260
H 3.40871 1.38959 -2.88545 0.426
H 3.35566 1.14926 -4.61504 0.595
H 1.42294 -0.63226 -3.67347 0.066
H 2.52254 -0.52690 -2.30199 -0.187
H 4.45391 -0.97230 -3.82392 0.612
H 3.37881 -1.10473 -5.17836 0.261
H 3.80413 -3.33139 -0.71132 0.135
H 2.17626 -1.77674 -0.66562 0.089
H -0.26822 -3.19959 -2.32983 0.552
H 0.08019 -2.62235 -6.92941 0.166
H 1.59363 -1.17060 -6.11534 0.198
H 3.21762 -2.34982 -6.73001 0.587
H 4.65058 -3.24901 -6.32193 0.455
H 3.29877 -4.06973 -7.12648 0.378
H 2.85019 -5.66333 -4.00624 0.300
H 2.93918 -5.81868 -5.74203 0.777
H 6.26914 -6.49858 -5.61648 0.296
H 4.73285 -6.87955 -6.37940 0.313
H 5.56803 -5.29788 -6.67395 0.260
O 0.59874 5.26718 -0.35616 -0.917
P -0.11316 4.87559 0.90723 0.909
N -1.01290 6.28643 1.28681 0.252
C -0.58086 7.31430 2.20899 -0.998
C -1.72460 6.84490 0.14283 -1.154
N 1.32557 4.57388 1.85326 0.156
C 1.82544 5.46961 2.87395 -1.083
C 2.42285 3.98254 1.10429 -0.936
N -0.97943 3.90085 1.98444 0.116
C -2.43171 4.04660 2.17587 -0.847
C -0.47270 2.57979 2.37818 -0.975
H -1.37151 8.05940 2.31584 0.351
H 0.32771 7.83504 1.88113 0.270
H -0.43010 6.91319 3.21057 0.287
H -2.20124 6.05323 -0.43950 0.359
H -1.06815 7.40753 -0.53122 0.309
H -2.51968 7.50680 0.49127 0.379
H 2.09280 6.45990 2.48348 0.295
H 2.72233 5.04212 3.32782 0.346
H 1.10898 5.57808 3.68974 0.312
H 3.01087 4.72493 0.54902 0.348
H 2.04968 3.25296 0.38526 -0.044
H 3.08827 3.45061 1.79145 0.456
H -2.63022 4.74194 2.99191 0.241
H -2.89403 3.09151 2.42439 0.333
H -2.92977 4.41826 1.28300 0.280
H -0.10095 2.62183 3.40329 0.181
H 0.33605 2.24377 1.73439 0.225
H -1.25284 1.81862 2.32732 0.497
O -3.10944 0.29913 3.97235 -0.686
P -3.85906 -0.80054 4.65615 0.644
N -4.52639 -0.01290 6.02605 0.203
C -3.97370 -0.07630 7.36269 -0.984
C -5.07795 1.30387 5.72664 -1.112
N -2.55041 -1.90211 4.94670 0.202
C -1.95728 -2.13377 6.24747 -1.067
C -1.53414 -1.90531 3.90314 -1.185
N -4.97454 -2.06534 4.69981 0.110
C -6.38960 -1.83695 5.02710 -0.890
C -4.73053 -3.30264 3.94602 -0.979
H -4.63213 0.45515 8.05212 0.345
H -2.97565 0.37357 7.43958 0.263
H -3.94131 -1.10041 7.73243 0.292
H -5.65127 1.28100 4.79777 0.345
H -4.30416 2.07385 5.62361 0.298
H -5.76638 1.60274 6.51916 0.363
H -1.50863 -1.23164 6.68188 0.307
H -1.16888 -2.88415 6.16004 0.342
H -2.68391 -2.55367 6.94403 0.307
H -0.80485 -1.09254 4.01938 0.314
H -1.98830 -1.80247 2.91749 0.339
H -1.00132 -2.86030 3.91738 0.387
H -6.54877 -1.95469 6.09909 0.251
H -7.03355 -2.54683 4.50983 0.372
H -6.72409 -0.84251 4.74060 0.276
H -4.45677 -4.10382 4.63463 0.264
H -3.92902 -3.18588 3.22265 0.266
H -5.61559 -3.61012 3.38820 0.419
```

- Lowest unoccupied orbital energy: -4.55 eV
- Total energy: -4581.91055 Eh
- Kohn-Sham gap: 4.791 eV
- Total charge: +1
- HOMO level: -9.343 eV
- F_max: 5.72 eV/A

A structure of composition C38H60MnN2O2P3Si, computed with ωB97M-V/def2-TZVPD.

Geometry as XYZ:
```
107
Properties=species:S:1:pos:R:3:lowdin_spin:R:1
Mn -0.66483 -0.71000 0.03589 4.583
C 5.26798 -1.25517 -1.71658 0.003
C 4.15773 -1.18982 -0.66898 0.011
C 4.52313 -0.18931 0.42977 0.001
P 2.41512 -0.82338 -1.20166 0.048
C 1.97462 -2.01729 -2.58589 0.004
C 2.49237 -3.43530 -2.28874 0.001
C 2.28281 -1.63538 -4.03095 0.001
C 2.51207 0.83762 -1.97208 0.003
C 3.42861 1.12939 -2.98439 0.000
C 3.50360 2.39553 -3.54038 0.002
C 2.65413 3.39193 -3.08768 0.001
C 1.74583 3.11301 -2.07861 0.003
C 1.65690 1.84617 -1.49835 0.010
Si 0.43591 1.45826 -0.10118 0.042
C -0.84972 2.85881 -0.01859 0.002
C -0.52374 4.15251 0.39540 0.000
C -1.47796 5.15139 0.49135 0.001
C -2.79786 4.87249 0.17014 0.000
C -3.15422 3.59510 -0.22691 0.001
C -2.19977 2.58031 -0.31444 0.001
P -2.66921 0.85776 -0.73265 0.051
C -2.68227 0.81085 -2.58513 0.004
C -1.26475 0.93068 -3.13921 0.011
C -3.60159 1.84978 -3.21982 0.001
C -4.46387 0.71301 -0.29952 0.017
C -4.64777 0.79450 1.21211 0.003
C -5.02137 -0.60284 -0.84171 0.002
C 1.48721 1.59189 1.48691 0.005
C 2.56745 2.47485 1.57263 0.001
C 3.36404 2.54743 2.70274 0.000
C 3.10106 1.72062 3.78585 0.001
C 2.03971 0.83496 3.72867 0.000
C 1.23164 0.76222 2.59125 0.004
P -0.18094 -0.39856 2.53171 0.043
C -1.46886 0.38011 3.61786 0.007
C -1.69322 1.81932 3.16103 0.001
C -1.17522 0.34474 5.11586 0.002
C 0.41534 -1.86467 3.48343 0.009
C 1.70981 -2.40548 2.86674 0.001
C -0.71377 -2.89373 3.58484 0.003
H 6.15441 -1.71946 -1.28057 0.001
H 5.55790 -0.25623 -2.03787 0.000
H 4.99194 -1.83345 -2.59605 0.000
H 4.07327 -2.17650 -0.19798 0.001
H 4.61213 0.81692 0.01776 0.000
H 5.48302 -0.45590 0.87366 0.000
H 3.77472 -0.15472 1.22311 0.000
H 0.87618 -2.04470 -2.50693 0.001
H 3.43895 -3.61310 -2.79726 0.000
H 1.79085 -4.18857 -2.65295 0.000
H 2.67760 -3.62955 -1.23009 0.000
H 3.35456 -1.64359 -4.22817 0.000
H 1.89494 -0.65088 -4.28499 0.000
H 1.82260 -2.36154 -4.70300 0.000
H 4.08658 0.36269 -3.36060 0.000
H 4.21859 2.59906 -4.32471 0.000
H 2.69825 4.38173 -3.52013 0.000
H 1.08126 3.89834 -1.74407 0.000
H 0.49895 4.38011 0.66990 0.000
H -1.19701 6.14372 0.81694 0.000
H -3.55098 5.64533 0.23779 0.000
H -4.19226 3.39626 -0.45435 0.000
H -3.05295 -0.19378 -2.81518 0.000
H -0.83175 1.90762 -2.91352 0.000
H -1.28000 0.81568 -4.22394 0.001
H -0.59399 0.17001 -2.72855 0.010
H -3.29521 2.86285 -2.95195 0.000
H -4.64389 1.71809 -2.93104 0.000
H -3.55082 1.76754 -4.30692 0.000
H -5.00775 1.53856 -0.76604 0.002
H -4.08529 0.00067 1.70990 0.002
H -5.69946 0.66927 1.47045 0.000
H -4.31375 1.74894 1.61345 0.000
H -4.41037 -1.45083 -0.52445 0.001
H -5.06685 -0.61563 -1.92965 0.000
H -6.03328 -0.75734 -0.46560 0.000
H 2.80472 3.10211 0.72266 0.000
H 4.19523 3.23789 2.73862 0.000
H 3.72210 1.76190 4.66935 0.000
H 1.85820 0.18924 4.57723 0.000
H -2.37978 -0.19829 3.41959 0.001
H -0.82513 2.43647 3.39882 0.000
H -2.55890 2.23912 3.67370 0.000
H -1.86467 1.89515 2.08577 0.001
H -0.24936 0.86896 5.35079 0.000
H -1.11714 -0.66459 5.51833 0.000
H -1.97815 0.85910 5.64565 0.000
H 0.64527 -1.53627 4.49875 0.001
H 1.73606 -2.29758 1.78017 0.001
H 1.85074 -3.45659 3.12457 0.000
H 2.57480 -1.85741 3.23600 0.000
H -1.15168 -3.13059 2.61149 0.002
H -1.52795 -2.52644 4.20854 0.000
H -0.34956 -3.81799 4.03414 0.000
C -3.25104 -5.31607 -1.36623 0.001
O -3.03542 -3.92485 -1.63713 0.003
C -2.01196 -3.28035 -1.09581 0.010
O -1.89852 -2.07322 -1.26689 0.041
N -1.12029 -3.97880 -0.33810 0.003
N -0.04508 -3.22000 0.16584 0.028
H -4.21473 -5.54924 -1.80676 0.000
H -3.28213 -5.49772 -0.29141 0.000
H -2.48236 -5.92446 -1.84723 0.000
H -1.01624 -4.98066 -0.44410 0.000
H 0.77346 -3.27556 -0.44651 0.001
H 0.20232 -3.55519 1.09304 0.001
```

- Lowest unoccupied orbital energy (alpha / beta): -2.20 / -2.23 eV
- Energy relative to the best compared isomer or geometry (same formula, charge and spin): 4.2 kcal/mol
- Total energy: -4208.39711 Eh
- 2S+1: 6
- Kohn-Sham gap (alpha / beta): 6.218 / 7.285 eV
- Total charge: +1
- HOMO level (alpha / beta): -8.417 / -9.519 eV
- F_max: 0.67 eV/A

A cluster of 2 separate species, C2H11N2 in total in a non-equilibrium geometry, computed with ωB97M-V/def2-TZVPD.

Geometry as XYZ:
```
15
Properties=species:S:1:pos:R:3:nbo_charge:R:1
N 1.89710 1.09486 0.62490 -1.118
H 1.91544 1.83877 -0.14960 0.378
H 0.14974 -1.46412 -0.91620 0.425
H 2.86923 0.99897 0.97964 0.405
H 1.40536 1.69157 1.28519 0.378
C -1.30640 0.04824 -1.21072 -0.431
N -0.20168 -0.60022 -0.48692 -0.524
C -0.59720 -1.01221 0.90179 -0.414
H -2.33281 -0.29364 -1.03628 0.251
H -1.33258 1.08880 -0.83729 0.230
H -0.98622 -0.08871 -2.24680 0.239
H 0.67511 -0.01740 -0.47314 0.479
H -1.33674 -1.81143 0.75167 0.230
H -1.01088 -0.05100 1.29838 0.224
H 0.19251 -1.42248 1.51538 0.249
```

- Lowest unoccupied orbital energy: -3.19 eV
- Energy relative to the best compared isomer or geometry (same formula, charge and spin): 22.4 kcal/mol
- Total energy: -192.05096 Eh
- Kohn-Sham gap: 12.222 eV
- Total charge: +1
- HOMO level: -15.417 eV
- F_max: 2.49 eV/A

A cluster of 2 separate species, C4H3Br2NO in total in a non-equilibrium geometry, computed with ωB97M-V/def2-TZVPD.

Geometry as XYZ:
```
11
Properties=species:S:1:pos:R:3:nbo_charge:R:1
C 1.21113 0.58051 -0.27248 0.273
C -1.53547 -0.78479 -0.40488 0.660
C -0.75971 -1.83034 -0.10177 -0.513
C 0.60537 1.63719 0.39260 -0.745
N 1.81224 -0.22982 -0.80341 -0.338
O -2.07051 0.24465 -0.55123 -0.437
Br -0.76501 -2.54641 1.66362 0.147
Br 0.13411 -2.79326 -1.53863 0.155
H 0.80266 2.56974 -0.27994 0.266
H 1.12077 1.65613 1.34654 0.261
H -0.55557 1.49640 0.54958 0.270
```

- Lowest unoccupied orbital energy: -0.64 eV
- Energy relative to the best compared isomer or geometry (same formula, charge and spin): 19.5 kcal/mol
- Total energy: -5432.15864 Eh
- Kohn-Sham gap: 8.370 eV
- HOMO level: -9.008 eV
- F_max: 3.79 eV/A